1.
Molecular formula: C11H15N2
Method: DFT, wB97M-V/def2-TZVPD

The geometry in ORCA input format:
```
! RIJCOSX wB97M-V def2-TZVPD def2/J DEFGRID3
* xyz 1 1
C -0.269 -1.688 -1.237
C -0.764 -0.629 -1.998
C 0.554 -4.146 0.894
C 0.933 -3.058 1.575
C -0.816 3.189 -1.227
C 0.636 -1.665 1.236
C -0.954 1.855 -1.777
C 0.345 -1.193 0.014
C -0.639 0.599 -1.285
C 1.540 -3.135 2.913
C -1.666 4.366 -1.692
N -0.345 3.414 0.013
N 0.026 0.238 -0.133
H -0.224 -2.644 -1.455
H -1.365 -0.765 -2.841
H 0.582 -5.123 1.219
H -0.020 -3.994 -0.001
H 0.770 -0.852 2.007
H -1.506 1.827 -2.762
H 1.818 -4.118 3.165
H 2.484 -2.568 2.962
H 0.766 -2.681 3.705
H -2.584 4.634 -1.168
H -2.022 4.163 -2.650
H -1.169 5.390 -1.868
H -0.070 4.299 0.333
H 0.225 0.895 0.541
H 0.053 2.593 0.462
*
```

Results
SMILES string ... C=C(C)/C=C1\C=CC(/C=C(/C)N)=[NH+]1
Max |F| ... 5.69 eV Å⁻¹
HOMO level ... -11.69 eV
Energy above the lowest of the compared OMol25 structures with the same formula, charge and spin ... 220.65 kJ/mol

2.
Molecular formula: C5H10O
Method: DFT, wB97M-V/def2-TZVPD

The geometry in ORCA input format:
```
! RIJCOSX wB97M-V def2-TZVPD def2/J DEFGRID3
* xyz 0 1
C 0.769 2.385 1.498
C -0.207 3.258 1.669
C 1.356 1.970 0.178
C 0.617 0.820 -0.451
C 1.229 -0.107 -1.157
H 0.984 1.713 2.319
H -0.583 3.349 2.681
H -0.563 3.917 0.889
H 2.395 1.751 0.262
H 1.367 2.855 -0.467
H -0.460 0.858 -0.326
H 0.710 -0.954 -1.577
H 2.190 0.043 -1.640
H -2.114 -5.772 -1.331
H -3.339 -6.165 -1.970
O -2.824 -6.408 -1.184
*
```

Results
SMILES string ... C=CCC=C.O
Max |F| ... 1.46 eV Å⁻¹
HOMO level ... -9.69 eV
Energy above the lowest of the compared OMol25 structures with the same formula, charge and spin ... 195.25 kJ/mol

Q: Which gap between HOMO and LUMO values were calculated for the entries above? A: 6.643 10.507, in eV.